# 1
{"formula": "C20H34Br2Cl12INO2S", "method": "the ωB97M-V functional and the def2-TZVPD basis", "symbols": ["C", "C", "C", "C", "C", "C", "C", "C", "C", "O", "C", "Br", "C", "I", "C", "C", "C", "S", "N", "C", "C", "O", "Br", "H", "H", "H", "H", "H", "H", "H", "H", "H", "H", "H", "H", "H", "H", "H", "H", "H", "H", "H", "H", "H", "H", "H", "H", "H", "H", "H", "H", "H", "H", "Cl", "C", "Cl", "Cl", "H", "Cl", "C", "Cl", "Cl", "H", "Cl", "C", "Cl", "Cl", "H", "Cl", "C", "Cl", "Cl", "H"], "xyz": [[5.0976, -0.0249, 0.8839], [5.5559, 0.0371, -0.6546], [4.3925, -0.5059, -1.6568], [3.0287, 0.3782, -1.5427], [1.7807, -0.6217, -1.3138], [0.8414, -0.7791, -2.6322], [-0.0688, -2.1248, -2.4960], [-1.6163, -1.7263, -2.6227], [-2.0454, -0.8184, -1.3337], [-3.4824, -0.9596, -1.2171], [-4.0152, -0.4653, 0.0331], [-2.8564, 0.8429, 0.9893], [-4.3163, -1.7511, 0.9575], [-5.3882, -1.2213, 2.8252], [-2.9820, -2.5232, 1.4531], [-2.5182, -3.7067, 0.4416], [-5.3853, 0.3608, -0.3806], [-6.8715, -0.7437, -0.5593], [-5.5402, 1.4605, 0.6122], [-5.7652, 2.7907, -0.0142], [-4.6753, 3.8802, 0.5106], [-4.1398, 4.6529, -0.3244], [-4.1360, 4.0517, 2.4088], [5.3498, 0.9883, 1.3707], [5.5937, -0.8887, 1.4622], [3.9602, -0.1866, 0.9644], [5.8262, 1.0955, -1.0067], [6.4531, -0.6630, -0.7852], [4.2008, -1.6084, -1.4198], [4.7555, -0.4359, -2.7374], [2.8917, 1.0883, -2.4295], [3.0646, 1.0480, -0.6031], [2.0934, -1.6827, -1.0065], [1.1352, -0.1790, -0.4808], [1.4766, -0.8172, -3.5970], [0.1820, 0.1603, -2.6784], [0.1282, -2.6182, -1.4871], [0.2405, -2.8161, -3.3499], [-1.7331, -1.0676, -3.5645], [-2.3311, -2.6211, -2.7228], [-1.4497, -1.2518, -0.4567], [-1.7076, 0.2500, -1.6151], [-4.9456, -2.5554, 0.4191], [-2.1268, -1.8315, 1.7467], [-3.2936, -3.0663, 2.4252], [-1.5581, -3.3505, -0.0569], [-3.3397, -4.0284, -0.2774], [-2.2136, -4.5977, 1.1131], [-5.1541, 0.7619, -1.4399], [-7.8955, -0.0839, 0.1011], [-6.3638, 1.2844, 1.2209], [-5.7416, 2.8058, -1.1518], [-6.7843, 3.2196, 0.3014], [1.1201, -4.2221, 0.3213], [1.6709, -3.8004, 1.9491], [3.3875, -3.3734, 1.9328], [0.7055, -2.4709, 2.6062], [1.5397, -4.6693, 2.5910], [-4.2845, 6.1596, 7.0804], [-3.0070, 5.6836, 5.9526], [-1.4236, 6.1927, 6.5558], [-3.0366, 3.9352, 5.6810], [-3.1873, 6.1809, 5.0014], [3.9468, 3.9909, 0.8484], [2.5100, 4.2752, -0.1449], [2.8005, 3.7722, -1.8160], [1.1116, 3.4235, 0.5260], [2.2960, 5.3421, -0.1404], [9.3081, 0.0207, -1.4585], [9.7118, -1.4177, -2.4060], [10.6790, -2.5449, -1.4444], [8.2417, -2.2062, -2.9960], [10.3023, -1.1068, -3.2655]], "forces_ev_per_angstrom": [[-0.2, 0.4, -0.1], [-0.6, -0.9, -0.6], [0.3, 0.9, 0.2], [0.1, -1.0, 1.1], [-0.6, 0.5, -1.0], [0.3, -0.2, 0.8], [-0.3, 1.1, -0.6], [0.0, 0.5, 0.1], [1.6, -1.3, -2.4], [1.0, 1.2, 1.8], [-1.9, -1.2, -0.4], [0.0, -0.8, -0.4], [1.5, -0.6, 0.0], [0.3, -0.1, -0.9], [-0.9, -1.1, 0.5], [0.7, 0.5, 1.2], [1.3, 0.7, 0.3], [-0.3, 0.2, 0.0], [-2.4, 0.5, -1.5], [-0.2, 1.0, 1.1], [1.6, 2.4, -4.5], [-2.3, -3.2, 3.8], [-0.7, -0.4, -1.0], [-0.4, -1.7, -0.4], [-0.6, 1.4, -0.9], [1.7, 0.3, -0.1], [-0.3, -1.5, 0.8], [-1.1, 1.2, 0.1], [0.1, 1.5, -0.3], [-0.3, -0.2, 1.4], [0.1, -1.3, 1.2], [0.2, -1.0, -1.5], [-0.1, 1.7, -0.3], [0.7, -0.8, -1.0], [-0.9, 0.0, 1.6], [0.9, -1.4, -0.2], [-0.3, 0.6, -1.5], [-0.6, 0.7, 1.3], [0.1, -1.1, 1.4], [1.2, 1.2, 0.3], [-1.1, 0.9, -0.9], [-0.8, -1.6, 1.0], [0.7, 1.8, 0.7], [-1.2, -0.8, -0.6], [0.5, 1.0, -1.5], [-1.5, -0.7, 0.1], [1.2, 0.5, 0.8], [-0.5, 1.3, -1.3], [-0.3, -0.5, 1.8], [1.2, -0.1, -0.4], [1.1, -0.1, -0.5], [0.3, 0.0, 1.6], [1.4, -0.5, -0.4], [0.1, -0.1, 0.2], [0.1, 0.0, 0.0], [-0.2, -0.1, 0.0], [0.0, -0.1, -0.1], [0.0, 0.2, -0.1], [0.1, 0.0, -0.1], [0.0, 0.0, 0.0], [-0.1, 0.0, -0.1], [0.0, 0.1, 0.0], [0.0, -0.1, 0.2], [-0.1, 0.0, -0.1], [0.0, -0.1, 0.0], [0.0, 0.3, 0.1], [0.1, 0.1, -0.1], [0.0, -0.2, 0.0], [0.1, -0.1, -0.1], [0.0, 0.0, 0.0], [0.0, 0.1, -0.1], [0.1, 0.1, 0.0], [-0.1, -0.1, 0.2]], "smiles": "CCCCCCCCCO[C@](Br)([C@H](I)CC)[C@@H](S)NCC(=O)Br.ClC(Cl)Cl.ClC(Cl)Cl.ClC(Cl)Cl.ClC(Cl)Cl", "spin_multiplicity": 1, "energy_ev": -336161.723, "homo_lumo_gap_ev": 9.201}

# 2
{"formula": "C20H34Cl2EuN3O4", "method": "the ωB97M-V functional and the def2-TZVPD basis", "symbols": ["O", "C", "C", "C", "H", "C", "H", "C", "H", "C", "H", "C", "H", "H", "C", "C", "H", "H", "H", "C", "C", "H", "H", "H", "H", "Eu", "Cl", "Cl", "H", "H", "C", "C", "N", "H", "C", "O", "H", "H", "H", "H", "H", "H", "C", "C", "N", "H", "C", "O", "H", "H", "H", "H", "C", "N", "C", "C", "O", "H", "H", "H", "H", "H", "H", "H"], "xyz": [[0.5610, -0.1643, -2.2675], [-0.5981, 0.4186, -2.4749], [-0.4147, 1.8155, -3.1021], [0.2775, 2.8326, -2.4662], [0.5707, 2.7053, -1.4184], [0.5397, 4.0351, -3.1309], [1.1123, 4.8058, -2.6174], [0.0519, 4.2445, -4.4261], [0.2554, 5.1841, -4.9463], [-0.6788, 3.2259, -5.0453], [-1.0772, 3.3678, -6.0500], [-0.9007, 2.0130, -4.3923], [-1.4777, 1.2105, -4.8563], [-1.1501, -0.1387, -3.2666], [-2.5057, -0.8839, -1.1749], [-1.7557, 0.4173, -1.3000], [-3.4926, -0.8485, -1.6695], [-2.6794, -1.1502, -0.1138], [-1.9438, -1.6839, -1.6725], [-2.2788, 1.5901, -0.8410], [-3.7200, 1.7527, -0.4405], [-1.6893, 2.5241, -0.8565], [-4.3027, 2.2179, -1.2513], [-3.8057, 2.3943, 0.4426], [-4.1901, 0.7839, -0.2184], [-0.6771, 0.3316, 1.1011], [0.4951, 2.6884, 0.9625], [-2.8339, 0.3973, 2.5941], [4.7117, 1.5967, -2.0102], [4.8783, 1.9287, 0.5005], [3.6284, 1.6840, -1.8361], [3.8064, 1.7549, 0.6406], [3.2650, 1.1221, -0.5463], [3.0775, 1.1526, -2.6196], [2.5166, 0.0130, -0.4573], [1.8158, -0.2953, 0.5259], [3.6360, 1.1169, 1.5095], [2.5870, -0.6371, -1.3446], [3.3641, 2.7495, -1.8644], [3.3128, 2.7159, 0.8044], [-0.4676, -5.5082, 1.2622], [1.4817, -5.5458, -0.6047], [-0.9673, -4.8557, 0.5388], [0.8579, -4.8188, -1.1450], [0.0145, -4.0871, -0.2100], [-1.6604, -4.1870, 1.0522], [0.1258, -2.7732, -0.0158], [-0.5814, -2.1331, 0.8057], [1.4905, -4.1022, -1.6835], [0.8675, -2.2577, -0.6413], [-1.5082, -5.5061, -0.1520], [0.2246, -5.3747, -1.8504], [0.0362, 0.4701, 5.7851], [-0.0835, -0.8725, 5.2318], [-0.6347, -1.9447, 6.0426], [0.1339, -1.0552, 3.9286], [0.3807, -0.0885, 3.1766], [-0.0764, 0.3711, 6.8650], [-0.7327, 1.1420, 5.3766], [1.0219, 0.8845, 5.5431], [-1.6648, -2.1883, 5.7307], [-0.0136, -2.8429, 5.9052], [-0.6176, -1.6114, 7.0837], [0.0819, -2.1036, 3.5710]], "forces_ev_per_angstrom": [[0.9, -0.7, 1.4], [-0.4, 0.5, -0.1], [-0.6, -0.5, 0.0], [0.3, 0.5, 0.1], [0.2, 0.0, -0.6], [-0.2, -0.2, 0.0], [-0.2, 0.0, -0.1], [0.1, -0.3, 0.1], [-0.1, -0.3, 0.2], [0.0, 0.1, -0.1], [0.1, 0.0, 0.2], [0.1, 0.4, 0.2], [0.2, 0.2, 0.0], [-0.7, 0.0, 0.2], [-0.3, -0.2, -0.1], [0.0, 1.5, -1.6], [0.3, 0.1, 0.3], [-0.1, -0.1, -0.4], [0.0, 0.1, 0.3], [-0.2, -0.3, -0.7], [-0.1, -0.2, 0.7], [-0.3, -0.6, -0.4], [0.4, 0.0, 0.1], [-0.1, -0.1, -0.1], [0.1, 0.4, 0.0], [1.7, -0.1, 0.2], [-0.4, -0.3, 0.4], [0.3, -0.1, -0.2], [-0.2, 0.0, 0.0], [-0.1, -0.1, 0.0], [0.3, -0.3, -0.1], [-0.5, 0.5, 0.1], [0.2, -0.4, 0.3], [0.0, 0.2, 0.1], [-0.5, 0.2, -0.4], [0.3, -0.1, 0.0], [0.0, 0.1, -0.1], [-0.4, 0.3, 0.1], [-0.1, -0.3, 0.0], [0.1, 0.0, 0.2], [0.0, 0.1, 0.0], [-0.1, 0.2, -0.1], [0.0, -0.3, 0.0], [0.0, 0.1, 0.0], [-0.3, 0.3, 0.3], [0.2, -0.1, -0.1], [-0.2, 0.4, 0.2], [0.6, -0.2, -0.4], [-0.2, -0.3, 0.1], [-0.2, 0.0, 0.1], [-0.1, 0.1, 0.0], [0.2, 0.2, 0.1], [-0.1, 0.2, -0.1], [0.1, -0.1, -0.7], [0.0, -0.5, -0.2], [-0.1, 0.8, 0.4], [0.0, -1.0, 0.2], [0.0, 0.2, -0.1], [0.2, -0.2, 0.1], [-0.3, -0.1, 0.1], [0.3, 0.2, 0.3], [-0.2, 0.2, 0.3], [0.0, -0.4, -0.2], [-0.1, 0.4, 0.1]], "s2": 12.0107, "spin_multiplicity": 7, "energy_ev": -78328.181, "homo_lumo_gap_ev": [5.847, 7.014]}

# 3
{"formula": "C20H34Cl2N2O14", "method": "the ωB97M-V functional and the def2-TZVPD basis", "symbols": ["O", "C", "O", "C", "C", "O", "H", "H", "H", "H", "O", "C", "O", "C", "C", "O", "H", "H", "H", "H", "O", "C", "O", "C", "C", "O", "H", "H", "H", "H", "O", "C", "O", "C", "C", "O", "H", "H", "H", "H", "C", "N", "C", "C", "O", "H", "H", "H", "H", "H", "H", "H", "C", "N", "C", "C", "O", "H", "H", "H", "H", "H", "H", "H", "Cl", "C", "C", "Cl", "H", "H", "H", "H"], "xyz": [[-2.0940, 0.1903, -2.7984], [-2.0992, 0.7828, -3.8277], [-3.1741, 1.4297, -4.3423], [-2.9010, 2.0467, -5.5562], [-1.3187, 2.0267, -5.5284], [-1.0094, 1.0075, -4.5881], [-3.2332, 1.5444, -6.4647], [-3.1095, 3.1087, -5.6835], [-0.8864, 2.9840, -5.2501], [-1.0060, 1.7309, -6.5283], [3.2903, 1.8928, 1.1712], [2.7709, 2.7461, 1.8311], [1.8432, 2.4926, 2.7588], [1.3878, 3.7045, 3.2933], [2.0244, 4.7858, 2.4366], [2.9240, 4.0564, 1.5722], [0.3082, 3.7627, 3.1524], [1.7194, 3.8638, 4.3203], [2.5757, 5.4879, 3.0598], [1.2805, 5.3275, 1.8546], [-1.3586, 2.8727, 1.4693], [-1.0349, 1.7622, 1.1212], [-0.3081, 1.4532, 0.0456], [-0.1888, 0.0062, -0.0345], [-0.5898, -0.4421, 1.3499], [-1.3794, 0.6687, 1.8097], [-0.6301, -0.3875, -0.9480], [0.8796, -0.1114, -0.2354], [0.1827, -0.6279, 2.0924], [-1.2960, -1.2720, 1.3270], [0.7382, -2.6382, -2.1776], [0.3291, -3.0727, -3.2175], [-0.5638, -2.4627, -4.0155], [-0.9711, -3.4154, -4.9937], [-0.1333, -4.6676, -4.7851], [0.6610, -4.2948, -3.6391], [-1.9989, -3.7407, -4.8618], [-0.6578, -3.1970, -6.0153], [0.5288, -4.9680, -5.5939], [-0.7306, -5.5269, -4.4793], [1.4135, 3.3047, -3.5586], [0.7766, 3.8493, -2.3887], [-0.3042, 4.6814, -2.4207], [-0.9233, 4.9632, -1.0976], [-0.6355, 5.3265, -3.4092], [2.4968, 3.3983, -3.5493], [0.9694, 3.7592, -4.4416], [1.1321, 2.2488, -3.6049], [1.0989, 3.6234, -1.4641], [-1.8793, 4.4408, -1.0957], [-1.0116, 6.0311, -0.9102], [-0.2912, 4.6206, -0.2765], [-2.2817, -2.5446, 7.7256], [-1.1901, -2.7100, 6.8030], [-1.1243, -3.5870, 5.7763], [0.0397, -3.3560, 4.8403], [-1.9358, -4.4850, 5.6404], [-3.0119, -3.3386, 7.8438], [-2.9079, -1.6657, 7.5226], [-1.8769, -2.2473, 8.6961], [-0.3960, -2.1123, 6.9499], [0.9614, -2.9075, 5.2138], [-0.2591, -2.8048, 3.9467], [0.4091, -4.2993, 4.4325], [2.4973, -2.3194, 2.1025], [2.7263, -3.8014, 1.1819], [2.2486, -5.0182, 1.9946], [3.3310, -5.4157, 3.3016], [3.7660, -3.9576, 0.9099], [2.0831, -3.8669, 0.3038], [2.0102, -5.9314, 1.4500], [1.2981, -4.7888, 2.4806]], "forces_ev_per_angstrom": [[-0.3, -0.2, -0.2], [0.3, 0.7, 0.3], [-1.3, -0.3, 0.7], [3.2, 0.9, -1.1], [-1.1, -0.3, -1.3], [0.0, 0.0, -0.1], [-0.5, -0.5, 0.5], [-1.0, -0.1, 0.8], [0.0, -0.1, 0.2], [0.6, 0.0, 0.2], [0.2, 0.2, 0.6], [0.1, -1.1, -2.0], [0.4, -0.3, 0.3], [-0.8, 1.2, 0.2], [0.3, 0.2, -0.2], [-0.4, 0.5, 0.9], [0.0, -0.3, 0.5], [-0.3, -0.5, 0.1], [0.2, 0.1, -0.3], [0.2, -0.1, -0.3], [0.4, -0.5, -0.5], [-0.5, 0.9, 0.5], [-0.5, 0.0, 0.0], [2.5, 0.6, -0.7], [-1.6, -0.4, 0.0], [0.2, 0.1, 0.2], [-0.9, 0.1, 0.5], [0.0, -0.4, 0.4], [0.3, 0.1, -0.4], [0.3, -0.2, 0.0], [-0.1, 0.3, -0.6], [0.3, 0.1, 1.8], [0.0, -0.6, -0.7], [0.4, -1.2, -1.2], [0.5, -0.5, 1.7], [0.1, -0.5, -0.6], [-0.3, 0.9, -0.2], [-0.9, 1.3, 0.1], [0.0, 0.3, -0.1], [0.0, 0.0, -0.1], [-0.6, -0.7, 0.0], [-0.6, 0.5, 0.3], [1.4, 1.6, -0.4], [0.3, -0.2, 0.7], [-0.4, -1.0, -0.4], [0.0, 0.2, 0.0], [0.3, 0.4, 0.1], [0.4, -0.1, -0.1], [0.1, -0.5, -0.1], [-0.1, 0.2, 0.4], [-0.4, 0.0, -0.5], [-0.3, -0.5, 0.0], [-0.6, 1.3, 0.9], [0.0, 0.3, 0.2], [0.0, -0.3, 0.3], [0.7, -0.7, -0.9], [0.0, 0.2, -0.4], [0.6, -0.6, -0.3], [0.1, 0.0, -0.7], [0.1, -0.6, 0.1], [-0.1, 0.1, -0.1], [-0.4, 0.4, 0.5], [-0.2, 0.2, 0.2], [-0.4, -0.2, 0.2], [0.1, 0.2, -0.1], [-0.7, -2.1, 0.0], [-1.0, 0.6, 0.3], [0.8, -0.3, 0.7], [0.0, 0.4, 0.0], [0.2, 0.8, -0.2], [0.6, 0.2, -0.5], [0.0, 0.3, -0.1]], "smiles": "O=C1OCCO1.O=C1OCCO1.O=C1OCCO1.O=C1OCCO1.CNC(C)=O.CNC(C)=O.ClCCCl", "spin_multiplicity": 1, "energy_ev": -77981.459, "homo_lumo_gap_ev": 9.580}